No. 1
29
Properties=species:S:1:pos:R:3:nbo_charge:R:1 method="wB97M-V/def2-TZVPD" homo_lumo_gap_ha=0.4061 relative_energy_kcal_mol=66.3 total_charge=+2
C 0.83 -0.87 0.41 0.414
C -1.43 1.42 0.99 0.511
C 0.48 0.11 1.48 -0.120
C 1.45 -2.25 0.73 -0.680
C -2.66 1.67 1.09 -0.423
C -0.22 -0.55 2.73 -0.626
C -0.57 -1.20 -2.70 -0.723
C 1.55 0.09 -2.87 -0.675
C 0.49 -0.58 -2.06 0.487
N -0.18 1.31 0.91 -0.490
N 0.56 -0.58 -0.79 -0.339
H 1.43 0.68 1.88 0.288
H 1.98 -2.71 -0.12 0.271
H 0.66 -2.98 0.95 0.280
H 2.16 -2.18 1.51 0.263
H -3.14 2.05 1.93 0.321
H -0.93 4.48 1.41 0.079
H -3.45 1.60 0.36 0.326
H -1.14 -1.12 2.55 0.248
H -0.46 0.34 3.43 0.261
H 0.53 -1.31 3.04 0.268
H -0.75 -0.63 -3.65 0.275
H -0.50 -2.22 -2.98 0.312
H -1.49 -1.11 -2.16 0.261
H 2.48 0.20 -2.31 0.256
H 1.25 1.14 -3.15 0.286
H 1.62 -0.60 -3.72 0.276
H -0.99 3.96 0.88 -0.078
H 0.43 1.85 0.22 0.473

***

No. 2
48
Properties=species:S:1:pos:R:3:nbo_charge:R:1 method="wB97M-V/def2-TZVPD" multiplicity=5 homo_lumo_gap_ha="0.3158 / 0.2287" relative_energy_kcal_mol=3.2
Ir 0.04 0.11 -2.59 1.316
S -1.40 -0.25 -4.38 -0.065
C -2.67 -0.23 -3.21 -0.089
N -2.34 0.18 -2.02 -0.547
C -3.41 0.34 -1.21 0.192
C -3.34 0.89 0.09 -0.228
C -4.50 0.99 0.82 -0.198
C -5.72 0.58 0.29 -0.214
C -5.81 0.07 -1.01 -0.207
C -4.64 -0.06 -1.75 -0.253
S -4.40 -0.55 -3.40 0.419
H -2.38 1.30 0.40 0.231
H -4.42 1.41 1.83 0.223
H -6.64 0.67 0.86 0.222
H -6.78 -0.19 -1.44 0.226
C 4.38 -1.55 0.89 -0.629
C 3.00 -1.49 1.41 -0.034
C 2.74 -0.82 2.58 -0.218
C 1.47 -0.78 3.14 -0.050
Cl 1.12 0.20 4.55 -0.006
C 0.46 -1.53 2.54 -0.249
C 0.72 -2.25 1.38 -0.227
C 1.98 -2.25 0.80 0.278
O 2.37 -2.99 -0.27 -0.487
C 1.41 -3.51 -1.21 -0.156
C 0.83 -2.25 -1.88 0.746
O 1.50 -1.68 -2.79 -0.665
O -0.19 -1.71 -1.40 -0.681
H 5.09 -0.95 1.48 0.217
H 4.37 -1.20 -0.13 0.229
H 4.79 -2.56 0.85 0.227
H 3.55 -0.25 3.05 0.227
H -0.53 -1.58 2.95 0.228
H -0.10 -2.85 0.98 0.222
H 0.63 -4.12 -0.70 0.197
H 1.98 -4.14 -1.90 0.228
N 2.73 5.06 2.31 -0.305
C 2.17 4.37 1.58 0.277
C 1.62 3.45 0.61 -0.192
C 1.80 3.75 -0.75 -0.156
C 1.33 2.86 -1.70 -0.235
C 0.72 1.66 -1.33 -0.343
C 0.59 1.38 0.05 -0.252
C 1.00 2.28 1.02 -0.117
H 2.35 4.67 -1.04 0.233
H 1.49 3.03 -2.75 0.218
H 0.15 0.46 0.35 0.222
H 0.92 2.01 2.05 0.227

***

No. 3
8
Properties=species:S:1:pos:R:3:nbo_charge:R:1 method="wB97M-V/def2-TZVPD" homo_lumo_gap_ha="0.3579 / 0.2852" relative_energy_kcal_mol=90.4
C -0.65 -0.03 -0.09 0.797
N 0.18 -0.53 -1.10 -0.844
O -1.01 1.23 -0.35 -0.753
F -1.70 -0.81 0.21 -0.341
H 0.17 0.35 2.09 -0.175
H 0.63 -1.45 -0.83 0.395
H 0.84 0.17 -1.39 0.399
H -1.97 1.59 -0.43 0.523

***

No. 4
56
Properties=species:S:1:pos:R:3:nbo_charge:R:1 method="wB97M-V/def2-TZVPD" homo_lumo_gap_ha=0.3179 relative_energy_kcal_mol=34.4
C 4.40 -2.62 -0.42 -0.642
C 3.89 -1.82 -1.57 0.260
C 2.64 -1.30 -1.59 -0.377
C 2.18 -0.50 -2.71 0.418
N 1.10 0.13 -2.96 -0.528
C -0.13 -0.02 -2.21 -0.054
C -0.51 -1.44 -1.78 -0.417
C -1.86 -1.45 -1.07 -0.404
C -1.85 -0.53 0.15 0.279
C -1.48 0.89 -0.28 -0.442
C -0.14 0.92 -1.01 -0.397
C -3.21 -0.57 0.85 -0.249
N -3.13 0.09 2.15 -0.427
C -3.79 1.26 2.35 0.672
O -4.51 1.78 1.52 -0.606
C -3.62 1.90 3.70 -0.282
C -4.29 1.68 4.84 0.168
O -3.87 2.52 5.79 -0.274
N -2.90 3.35 5.26 -0.124
C -2.75 2.98 4.02 0.180
C -1.77 3.67 3.13 -0.654
C -2.11 -0.47 3.02 -0.245
C -0.77 -0.45 2.29 -0.073
O -0.86 -1.09 1.03 -0.557
N 3.20 -0.34 -3.66 -0.564
C 4.42 -0.92 -3.58 0.464
C 5.33 -0.64 -4.76 -0.107
O 6.60 -1.19 -4.54 -0.683
N 4.81 -1.66 -2.60 -0.511
H 3.67 -2.68 0.39 0.211
H 4.65 -3.62 -0.76 0.231
H 5.32 -2.17 -0.04 0.231
H 2.00 -1.42 -0.73 0.224
H -0.92 0.32 -2.89 0.184
H -0.55 -2.09 -2.66 0.214
H 0.23 -1.87 -1.11 0.211
H -2.65 -1.10 -1.75 0.206
H -2.12 -2.46 -0.75 0.215
H -2.28 1.24 -0.95 0.218
H -1.49 1.57 0.57 0.207
H 0.66 0.63 -0.32 0.198
H 0.08 1.93 -1.35 0.217
H -3.97 -0.06 0.26 0.251
H -3.50 -1.61 1.01 0.200
H -5.06 0.98 5.12 0.215
H -1.97 3.42 2.09 0.228
H -1.84 4.75 3.24 0.244
H -0.75 3.37 3.37 0.231
H -2.05 0.09 3.94 0.228
H -2.38 -1.51 3.25 0.199
H -0.42 0.59 2.18 0.165
H -0.02 -1.00 2.86 0.200
H 2.95 0.23 -4.46 0.417
H 4.85 -1.06 -5.65 0.179
H 5.37 0.45 -4.89 0.176
H 7.13 -1.03 -5.32 0.472

***

No. 5
22
Properties=species:S:1:pos:R:3:nbo_charge:R:1 method="wB97M-V/def2-TZVPD" homo_lumo_gap_ha=0.3716 relative_energy_kcal_mol=79.0
C -0.89 1.63 0.16 0.086
C -0.05 -0.77 0.02 0.100
C 0.01 -2.05 0.08 -0.482
C -1.61 0.36 0.57 -0.254
C 0.96 0.31 -0.13 -0.012
C -2.75 -0.12 -0.30 -0.632
C 1.84 0.48 1.16 -0.576
C 1.87 0.09 -1.39 -0.596
N 0.31 1.60 -0.14 -0.392
H -1.39 2.58 0.32 0.184
H 1.04 -2.42 -0.15 0.209
H -0.92 -2.72 0.09 0.225
H -1.81 0.41 1.70 0.223
H -3.67 0.28 0.12 0.214
H -2.84 -1.27 -0.26 0.209
H -2.52 0.08 -1.32 0.219
H 2.40 -0.57 1.07 0.194
H 1.12 0.51 2.08 0.220
H 2.53 1.27 1.08 0.220
H 2.35 -0.88 -1.37 0.210
H 2.65 0.81 -1.18 0.212
H 1.34 0.39 -2.23 0.221

***

No. 6
59
Properties=species:S:1:pos:R:3:nbo_charge:R:1 method="wB97M-V/def2-TZVPD" homo_lumo_gap_ha=0.2596 total_charge=-1
O 0.81 -1.31 -0.57 -0.604
O 6.64 0.76 -0.82 -0.576
O -8.23 -4.56 1.92 -0.670
O -3.09 -1.05 -0.23 -0.791
O -6.05 0.50 2.45 -0.621
O -3.35 -2.92 0.93 -0.744
Cl 8.51 3.22 5.19 0.007
Cl 7.33 -0.84 1.78 0.041
O -1.51 -1.54 -2.17 -0.570
O 5.20 2.72 -2.80 -0.500
C 0.77 -0.67 -1.62 0.594
C 6.01 1.39 0.01 0.655
C -7.18 -3.93 1.87 0.682
C -3.80 -1.94 0.30 0.773
C -6.56 -0.24 1.62 0.678
C 7.17 3.59 2.84 -0.241
C 7.84 1.32 3.33 -0.258
C 3.28 1.41 -3.60 -0.299
C 2.18 0.58 -3.31 -0.165
C 6.60 3.15 1.64 -0.171
C 2.82 0.59 -0.99 -0.171
C 7.79 2.67 3.69 -0.007
C 7.27 0.88 2.14 0.028
C 4.15 1.84 -2.59 0.293
C 1.93 0.17 -1.99 -0.135
C 6.64 1.80 1.27 -0.162
C 3.91 1.40 -1.27 0.152
N -0.36 -0.72 -2.42 -0.331
N 4.70 1.78 -0.18 -0.630
N -7.61 0.24 0.94 -0.624
N -7.20 -2.64 1.54 -0.614
C 5.66 2.92 -4.14 -0.249
C -5.88 -4.62 2.19 -0.717
C -8.41 -0.40 -0.11 -0.422
C -5.31 -1.86 0.12 -0.523
C -6.07 -1.70 1.46 -0.132
H -1.99 -1.33 -1.30 0.526
H 7.14 4.64 3.11 0.229
H 8.31 0.61 4.00 0.241
H 3.42 1.72 -4.63 0.217
H 1.53 0.26 -4.12 0.209
H 6.13 3.88 0.98 0.236
H 2.64 0.26 0.03 0.245
H -0.35 -0.16 -3.26 0.359
H 4.21 1.99 0.68 0.403
H -7.82 1.20 1.16 0.402
H -8.11 -2.27 1.36 0.393
H 4.93 3.48 -4.73 0.171
H 5.86 1.96 -4.63 0.185
H 6.60 3.49 -4.12 0.198
H -5.25 -4.63 1.31 0.264
H -6.08 -5.64 2.51 0.225
H -5.36 -4.09 2.98 0.231
H -9.21 -0.99 0.34 0.182
H -8.86 0.37 -0.75 0.207
H -7.80 -1.05 -0.73 0.221
H -5.64 -2.77 -0.39 0.220
H -5.55 -1.02 -0.54 0.205
H -5.37 -1.90 2.28 0.254

***

No. 7
151
Properties=species:S:1:pos:R:3:mulliken_charge:R:1 method="wB97M-V/def2-TZVPD" homo_lumo_gap_ha=0.3116
C -6.29 0.90 -0.51 -0.787
C -4.95 1.53 0.19 -0.335
N -3.76 0.71 -0.01 0.435
C -2.50 1.33 -0.45 -0.759
C -2.81 1.88 -1.94 -1.791
C -3.61 0.95 -2.96 -0.019
C -4.96 1.64 -3.55 0.373
O -5.07 2.84 -3.83 -0.557
O -6.09 0.77 -3.74 -0.492
O -2.43 2.59 0.26 -0.368
S -2.04 2.71 1.84 0.449
O -3.35 2.71 2.63 -0.686
O -1.30 1.30 2.49 -0.427
C 0.11 1.45 2.00 1.317
C 1.14 0.44 2.68 -0.469
C 2.70 0.79 2.69 -1.276
O 3.15 1.89 1.89 -0.373
N 0.42 2.82 2.50 -0.280
C 0.67 2.98 3.77 0.477
C 2.02 3.83 4.11 -1.206
C -0.14 2.54 5.07 -0.959
C 0.10 1.24 0.40 -1.362
C 0.59 2.52 -0.47 -0.961
C 2.01 2.36 -1.19 0.960
C 2.10 3.58 -2.28 -0.375
O 2.75 4.70 -1.62 -0.604
C -1.14 0.40 -0.27 4.770
C -1.66 -0.89 0.51 -2.115
C -0.81 -2.10 1.04 0.413
C -0.17 -3.28 0.27 0.269
C 0.59 -4.47 0.89 -0.903
C 0.74 -4.59 2.42 -0.931
C 0.07 -3.47 3.27 0.593
C 0.21 -3.60 4.87 -1.151
C -0.67 -2.30 2.60 -0.412
Si -0.43 -0.30 -1.93 -0.141
C -1.55 -1.65 -2.80 -1.227
C -0.02 0.88 -3.37 -0.037
C 1.27 -1.22 -1.74 -0.212
H -6.70 1.60 -1.32 0.234
H -6.14 -0.18 -0.86 0.144
H -7.14 0.85 0.28 0.290
H -5.22 1.53 1.32 0.420
H -4.95 2.62 -0.13 0.201
H -4.04 -0.15 -0.48 0.351
H -3.56 2.77 -1.80 0.905
H -1.95 2.44 -2.45 0.373
H -3.89 -0.09 -2.62 0.168
H -2.94 0.82 -3.89 -0.029
H -5.88 -0.13 -3.38 0.403
H 1.13 -0.54 2.07 -0.289
H 0.71 0.14 3.71 0.344
H 2.99 1.02 3.79 0.221
H 3.35 -0.13 2.42 0.593
H 4.08 1.69 1.64 0.310
H 1.63 4.80 4.60 0.446
H 2.71 3.29 4.83 0.253
H 2.51 4.15 3.13 0.237
H 0.31 1.54 5.43 0.175
H -1.24 2.30 4.84 0.192
H -0.02 3.36 5.86 0.323
H 1.01 0.54 0.24 0.022
H 0.71 3.49 0.15 0.423
H -0.28 2.79 -1.16 0.045
H 2.17 1.39 -1.75 -0.775
H 2.91 2.53 -0.52 0.366
H 1.06 3.90 -2.62 0.326
H 2.77 3.27 -3.18 0.149
H 3.63 4.43 -1.28 0.359
H -2.34 -0.68 1.42 0.539
H -2.41 -1.43 -0.20 0.418
H -0.27 -3.30 -0.87 0.075
H 1.04 -5.28 0.22 0.306
H 1.32 -5.45 2.89 0.247
H 0.77 -4.57 5.09 0.327
H -0.83 -3.57 5.34 0.304
H 0.85 -2.72 5.27 0.273
H -1.15 -1.53 3.31 0.215
H -1.72 -1.39 -3.91 0.375
H -2.58 -1.75 -2.35 0.266
H -1.02 -2.67 -2.84 0.459
H -0.82 0.79 -4.20 0.133
H 0.04 1.99 -3.15 -0.146
H 0.97 0.64 -3.93 -0.076
H 2.14 -0.70 -2.26 -0.272
H 1.58 -1.36 -0.65 0.095
H 1.23 -2.29 -2.19 0.447
C -2.65 -6.12 2.12 -0.748
O -1.65 -7.07 1.79 -0.178
C -1.78 -8.28 2.55 -0.635
C -2.44 -9.38 1.73 -0.528
O -3.80 -9.06 1.44 -0.379
C -3.97 -8.57 0.12 -0.681
H -2.66 -5.35 1.34 0.131
H -3.65 -6.57 2.17 0.483
H -2.41 -5.65 3.07 0.259
H -2.32 -8.09 3.48 0.380
H -0.76 -8.59 2.81 0.371
H -2.45 -10.30 2.32 0.379
H -1.88 -9.58 0.81 0.323
H -3.93 -9.40 -0.60 0.330
H -3.22 -7.82 -0.14 0.262
H -4.96 -8.11 0.05 0.246
C 7.74 -0.19 -4.68 -0.678
O 7.20 -1.46 -4.36 -0.367
C 6.73 -1.54 -3.02 -0.758
C 5.21 -1.40 -2.95 -0.369
O 4.79 -0.10 -3.35 -0.250
C 4.31 -0.06 -4.69 -0.975
H 7.84 -0.12 -5.77 0.244
H 7.09 0.62 -4.34 0.250
H 8.73 -0.08 -4.23 0.341
H 7.22 -0.78 -2.39 0.349
H 7.01 -2.52 -2.64 0.396
H 4.89 -1.54 -1.92 0.332
H 4.72 -2.17 -3.56 0.353
H 3.30 -0.49 -4.73 0.289
H 4.96 -0.61 -5.37 0.530
H 4.26 0.98 -5.01 0.286
C -1.53 2.82 9.24 -0.875
O -1.32 3.94 8.39 -0.210
C -2.37 4.90 8.48 -0.488
C -1.97 6.08 9.36 -0.563
O -1.81 5.68 10.72 -0.376
C -0.45 5.50 11.07 -0.688
H -0.59 2.26 9.31 0.239
H -1.84 3.12 10.24 0.422
H -2.29 2.16 8.80 0.304
H -3.29 4.43 8.84 0.349
H -2.56 5.26 7.46 0.367
H -2.78 6.81 9.34 0.376
H -1.07 6.56 8.98 0.315
H 0.02 6.48 11.22 0.324
H 0.10 4.94 10.32 0.270
H -0.41 4.96 12.02 0.246
C 0.87 0.77 -7.47 -0.792
O 2.28 0.87 -7.65 -0.319
C 2.77 -0.07 -8.62 -0.464
C 3.01 0.61 -9.97 -0.571
O 1.79 1.05 -10.56 -0.374
C 1.57 2.44 -10.38 -0.691
H 0.54 1.65 -6.93 0.243
H 0.34 0.72 -8.42 0.409
H 0.64 -0.12 -6.87 0.304
H 2.08 -0.91 -8.72 0.363
H 3.72 -0.45 -8.24 0.321
H 3.45 -0.13 -10.65 0.386
H 3.72 1.44 -9.87 0.326
H 2.20 3.00 -11.07 0.327
H 1.77 2.76 -9.36 0.282
H 0.53 2.65 -10.61 0.245

***

No. 8
48
Properties=species:S:1:pos:R:3:nbo_charge:R:1 method="wB97M-V/def2-TZVPD" homo_lumo_gap_ha=0.2381 relative_energy_kcal_mol=93.6
O -3.36 2.78 -0.70 -0.513
N 0.35 -0.07 3.02 -0.417
N -1.71 1.93 0.54 -0.403
N 1.04 1.02 1.08 -0.271
O 2.61 -1.33 -0.37 -0.535
C -3.05 2.26 0.38 0.568
C -0.54 -0.23 3.95 0.095
C -1.33 1.32 1.65 0.249
C -1.86 0.41 3.89 -0.182
C -3.57 1.59 2.68 -0.167
C -2.22 1.10 2.78 -0.083
C -3.98 2.11 1.47 -0.048
C 0.05 0.74 1.92 0.290
N 5.27 0.94 0.67 -0.632
C -5.41 2.49 1.25 -0.635
C -0.38 -0.68 -2.73 -0.601
C 2.13 -0.95 -3.23 -0.613
C 1.26 -1.34 -0.88 -0.061
C 4.70 1.53 1.88 -0.217
C 1.09 -0.51 -2.14 -0.246
C 3.22 1.88 1.67 -0.402
C 4.58 -0.28 0.28 -0.229
C 2.47 0.62 1.25 -0.120
C 3.11 -0.05 -0.02 0.096
H -0.28 -0.86 4.79 0.198
H -2.60 0.21 4.67 0.223
H -4.28 1.48 3.51 0.218
H 6.26 0.75 0.73 0.366
H -5.62 3.57 1.12 0.239
H -5.99 2.17 2.14 0.208
H -5.78 2.04 0.35 0.241
H -0.51 -1.71 -3.04 0.194
H -0.55 -0.03 -3.59 0.214
H -1.15 -0.43 -2.02 0.212
H 1.87 -0.62 -4.22 0.209
H 2.26 -2.04 -3.20 0.206
H 3.14 -0.54 -3.04 0.209
H 0.52 -1.06 -0.13 0.176
H 1.05 -2.37 -1.14 0.182
H 5.22 2.46 2.14 0.204
H 4.83 0.82 2.69 0.162
H 1.14 0.55 -1.87 0.214
H 2.83 2.30 2.60 0.217
H 3.16 2.67 0.91 0.221
H 4.68 -1.05 1.08 0.164
H 5.09 -0.67 -0.61 0.214
H 2.62 -0.15 2.08 0.206
H 3.04 0.66 -0.83 0.182

***

no.,maximum force (eV/Å),electronic energy (Eh)
1,5.0,-462.46447
2,2.1,-2582.09082
3,3.0,-270.20871
4,0.7,-1353.02947
5,6.5,-367.25130
6,3.0,-2593.55433
7,5.8,-3654.50682
8,3.9,-1069.71460